No. 1
C7H14 as an isolated structure, computed with wB97M-V/def2-TZVPD.

Summary:
Energy above the lowest of the compared OMol25 structures with the same formula, charge and spin in kcal per mole: 183.1
Charge: 0
LUMO level in eV: 0.96
HOMO-LUMO gap in eV: 10.92

Atoms and positions in Å:
C1 -3.406 -0.667 0.282
H1 1.053 -0.460 1.377
C2 -2.365 0.092 -0.642
H2 -3.350 -0.350 1.368
H3 -0.410 1.878 -0.412
H4 6.272 -0.190 0.437
C3 5.323 -0.332 0.016
H5 0.047 0.594 -1.394
H6 1.253 1.780 1.373
H7 -0.773 -1.390 -0.073
H8 -1.435 -0.171 1.157
H9 -3.217 -1.798 0.124
C4 4.236 -0.646 -0.411
H10 -2.417 0.004 -1.849
H11 -2.586 1.276 -0.451
C5 1.394 0.719 0.590
H12 3.302 -0.882 -0.889
H13 -4.364 -0.709 -0.040
C6 -0.003 0.826 -0.355
C7 -1.028 -0.254 0.104
H14 2.475 0.679 -0.312

No. 2
One molecule with the formula C2H4N4S, computed with wB97M-V/def2-TZVPD.

Summary:
Energy above the lowest of the compared OMol25 structures with the same formula, charge and spin in kcal per mole: 19.8
Structure (SMILES): Nc1n[nH]c(S)n1
Charge: 0
LUMO level in eV: 0.67
HOMO-LUMO gap in eV: 8.75

Atoms and positions in Å:
N1 0.282 -0.918 -1.026
H1 -0.175 0.517 2.823
N2 0.344 -1.327 0.247
H2 0.038 -1.121 2.580
H3 0.799 -1.418 -1.747
C1 -0.215 0.381 -1.128
C2 -0.098 -0.233 0.892
N3 -0.355 -0.224 2.168
S1 0.081 1.148 -2.634
H4 -0.247 2.434 -2.312
N4 -0.455 0.761 0.136

No. 3
An isolated ion of composition C5H13N3 and charge +2, computed with wB97M-V/def2-TZVPD.

Summary:
Energy above the lowest of the compared OMol25 structures with the same formula, charge and spin in kcal per mole: 55.6
Multiplicity: 3
Charge: +2
LUMO level (spin up / spin down) in eV: -7.64 / -11.69
HOMO-LUMO gap (spin up / spin down) in eV: 6.36 / 8.22

Atoms and positions in Å:
C1 -3.271 0.017 0.594
H1 2.579 -1.737 -0.320
C2 1.410 -0.503 1.196
H2 -1.459 0.219 1.032
H3 -2.196 -0.924 -1.601
H4 1.724 0.182 1.991
H5 -3.297 1.038 0.855
N1 -0.031 -0.506 -1.206
H6 1.914 1.674 -1.690
N2 -1.883 -0.188 0.296
H7 -3.996 -0.250 -0.223
H8 2.537 1.992 -0.136
C3 -1.335 -0.557 -0.868
C4 1.321 0.096 -0.182
N3 2.459 -0.773 0.105
H9 0.297 -1.074 -1.956
H10 -3.612 -0.603 1.518
H11 3.375 -0.255 0.157
H12 0.794 2.126 -0.367
H13 0.979 -1.468 1.401
C5 1.689 1.494 -0.597

No. 4
C8H15N2O2Sn as an isolated structure, computed with wB97M-V/def2-TZVPD.

Summary:
Charge: +1
LUMO level in eV: -4.06
HOMO-LUMO gap in eV: 7.76

Atoms and positions in Å:
H1 -0.239 -2.136 -1.087
H2 3.510 -0.483 -2.492
H3 -5.417 -0.067 0.726
O1 -0.006 1.832 -1.271
N1 3.594 -0.940 -1.573
H4 -4.873 1.755 -0.858
N2 0.458 -1.576 -1.601
H5 3.277 1.129 1.402
C1 -3.369 -0.379 1.312
C2 -4.389 0.247 0.596
H6 4.435 -0.531 -1.143
C3 -4.080 1.274 -0.300
H7 4.577 -0.174 2.138
H8 3.842 -1.921 -1.761
C4 -0.283 1.391 -0.062
C5 -2.749 1.665 -0.493
H9 -1.268 -0.508 1.687
H10 0.893 -2.198 -2.295
H11 3.247 0.474 3.067
H12 -0.068 -0.862 -2.126
C6 3.485 0.236 2.021
H13 -3.611 -1.186 1.993
Sn1 1.756 -0.660 -0.285
H14 2.915 -0.628 1.649
C7 -2.036 0.017 1.135
O2 0.638 0.739 0.611
C8 -1.705 1.044 0.222
H15 -2.534 2.446 -1.210

Max |F| across the listed records, respectively: 5.29, 6.29, 6.75, 5.93 eV Å⁻¹.